18
Properties=species:S:1:pos:R:3:mulliken_charge:R:1 method="wB97M-V/def2-TZVPD" fmax_ev_per_a=6.7 homo_lumo_gap_ev=9.453 total_energy_ev=-9362.11565 smiles=CCc1c[nH]nc1C e_above_lowest_ev=2.321 e_homo_ev=-8.387
C 1.12470 -1.31103 1.17673 -0.796
C 0.46145 -0.45753 0.40820 0.557
C -0.99124 -1.36464 0.17926 0.568
C -2.02329 -0.97951 -0.70274 -0.874
C -0.00785 2.09438 0.50803 -0.840
C 0.69492 0.87152 -0.27458 -0.769
N -0.83013 -2.41183 0.85371 -0.793
N 0.30942 -2.44096 1.47394 0.169
H 2.01417 -1.17407 1.73087 0.436
H -3.02493 -1.29297 -0.45919 0.360
H -2.07921 0.20526 -0.58297 0.128
H -1.74036 -1.25609 -1.70086 0.226
H 0.19946 3.06443 -0.03930 0.291
H 0.04473 2.32434 1.58905 0.302
H -1.02846 1.88699 0.21251 0.198
H 1.78856 1.17900 -0.40476 0.309
H 0.26930 0.90410 -1.22064 0.322
H 0.59984 -3.29531 1.91602 0.206

18
Properties=species:S:1:pos:R:3:mulliken_charge:R:1 method="wB97M-V/def2-TZVPD" fmax_ev_per_a=3.5 homo_lumo_gap_ev=8.494 total_energy_ev=-9360.00443 e_above_lowest_ev=4.433 e_homo_ev=-8.131
C -2.11050 0.67401 0.56136 -1.025
C 0.32416 -1.02624 0.28592 0.460
C 1.24514 0.32752 -0.65421 0.370
N 2.52595 0.41232 -0.18343 -0.477
C -1.69070 -0.27608 -0.54346 -0.139
C 0.94203 -1.53454 1.34607 -1.033
C 0.50817 0.98389 -1.46788 -0.596
N -0.81574 -1.25747 -0.30502 -0.433
H 3.13275 1.03784 -0.69203 0.235
H 2.95816 -0.45428 0.09466 0.222
H -2.51239 -0.58986 -1.18609 0.374
H 1.91626 -1.21765 1.67455 0.277
H 0.44960 -2.29367 1.93404 0.289
H 0.50949 1.91550 -1.99681 0.371
H -0.73182 0.55053 -1.35659 0.131
H -1.24144 0.98844 1.13925 0.308
H -2.57179 1.56276 0.12787 0.348
H -2.83735 0.19698 1.22180 0.317

18
Properties=species:S:1:pos:R:3:mulliken_charge:R:1 method="wB97M-V/def2-TZVPD" fmax_ev_per_a=5.4 homo_lumo_gap_ev=8.574 total_energy_ev=-9357.44660 e_above_lowest_ev=6.990 e_homo_ev=-7.962
C -3.13151 -0.25866 0.12451 -0.604
C -0.63681 0.21040 -0.36968 -0.159
C 1.14326 -1.36057 -0.18211 -0.051
C 2.28723 -1.79360 0.22130 -0.828
C 1.51426 1.00991 -0.45803 -0.161
C 1.07247 2.19878 0.18227 -0.801
H -2.95756 -0.08431 1.57348 0.228
H -3.59789 0.71589 -0.52744 0.238
H -3.91566 -1.17969 -0.35307 0.220
H -0.95446 1.22808 -0.60241 0.477
H 0.14531 -2.04119 -0.11442 0.280
H 2.27001 -2.90470 0.07766 0.212
H 3.06392 -1.32365 0.74599 0.361
H 2.52582 0.93843 -0.83899 0.448
H 0.29002 2.24560 1.01774 0.296
H 1.73561 3.20971 0.28922 0.219
N -1.56418 -0.71199 -0.31302 -0.477
N 0.71016 -0.09842 -0.47298 0.103

18
Properties=species:S:1:pos:R:3:mulliken_charge:R:1 method="wB97M-V/def2-TZVPD" fmax_ev_per_a=2.3 homo_lumo_gap_ev=9.140 total_energy_ev=-9362.38750 smiles="CC1=NN2CC[C@@H]2C1" e_above_lowest_ev=2.050 e_homo_ev=-8.100
C 2.02802 0.69499 1.54708 -1.125
C 1.02522 0.01911 0.65836 0.809
C -0.56630 0.08595 -2.05978 -0.480
C -1.66021 0.24087 -0.99119 -0.672
C -0.99801 -0.87092 -0.16047 0.086
C -0.27701 -0.51732 1.13895 -0.680
H 2.32909 -0.08988 2.33115 0.252
H 1.60894 1.58381 2.02449 0.303
H 2.88998 1.05137 0.97965 0.334
H -0.96010 -0.37602 -2.99243 0.231
H 0.06596 0.95182 -2.33894 0.312
H -1.70497 1.24990 -0.54912 0.218
H -2.69377 -0.02004 -1.37246 0.289
H -1.50736 -1.85581 -0.15262 0.333
H -0.18800 -1.39378 1.83285 0.330
H -0.74733 0.23648 1.81744 0.263
N 1.20774 -0.15013 -0.58256 -0.739
N 0.14811 -0.84040 -1.13039 -0.061

18
Properties=species:S:1:pos:R:3:mulliken_charge:R:1 method="wB97M-V/def2-TZVPD" fmax_ev_per_a=1.0 homo_lumo_gap_ev="8.138 / 8.136" total_energy_ev=-9361.45528 e_above_lowest_ev=2.982 e_homo_ev="-7.375 / -7.374"
C 1.40466 -2.20074 -0.23458 -0.878
C 1.17700 0.51659 -1.08584 -1.371
C -1.14450 2.04147 0.05983 -1.472
N 0.35692 -1.36762 0.27253 -0.587
C 0.24864 -0.15016 -0.10222 0.837
C -0.84384 0.62087 0.45235 0.493
C -2.15455 -0.40700 2.25256 -0.312
N -1.64012 0.04825 1.27416 0.110
H -3.03990 -1.00306 2.31788 0.249
H 2.39806 -1.82094 0.03885 0.297
H 1.37106 -2.28262 -1.33033 0.289
H 1.27879 -3.19622 0.19839 0.293
H 0.98377 1.57964 -1.18781 0.330
H 1.07026 0.04158 -2.06394 0.329
H 2.21021 0.37081 -0.76239 0.353
H -1.32876 2.12392 -1.01029 0.336
H -0.31774 2.70098 0.32149 0.346
H -2.02997 2.38426 0.58938 0.358

18
Properties=species:S:1:pos:R:3:mulliken_charge:R:1 method="wB97M-V/def2-TZVPD" fmax_ev_per_a=7.1 homo_lumo_gap_ev=8.504 total_energy_ev=-9359.42991 e_above_lowest_ev=5.007 e_homo_ev=-7.906
C 1.40752 0.07951 0.74049 -0.622
C -0.10134 -0.79813 -0.96637 -0.179
C -0.33813 0.62012 -0.97075 -0.294
C -1.39172 1.21471 -0.31662 -0.419
C -2.14150 0.34667 0.50336 -0.322
C -2.01130 -1.04662 0.24916 -0.338
H 2.75314 -1.13786 -0.13352 0.312
H 2.76977 0.43561 -0.74395 0.259
H 1.32703 1.01737 1.31949 0.363
H 0.59552 0.10753 -0.02619 0.290
H 1.22236 -0.76361 1.44989 0.373
H 0.93873 -1.27558 -1.24607 0.400
H 0.07924 1.64856 -1.53520 0.184
H -1.46337 2.29077 -0.14599 0.354
H -2.92633 0.69936 1.21100 0.335
H -2.55383 -1.66544 0.84010 0.448
N 2.72715 -0.14451 0.13030 -0.619
N -0.89294 -1.62843 -0.35915 -0.527

18
Properties=species:S:1:pos:R:3:mulliken_charge:R:1 method="wB97M-V/def2-TZVPD" fmax_ev_per_a=4.9 homo_lumo_gap_ev=9.381 total_energy_ev=-9361.65872 smiles="C/C(C#N)=C/N.C=C" e_above_lowest_ev=2.778 e_homo_ev=-8.609
C 1.64647 -1.22417 0.07382 0.015
C 2.18123 0.83932 1.39803 -1.584
C 1.71759 0.18173 0.10636 0.691
C -3.22160 -1.15429 0.03119 -0.539
C -2.74446 0.07176 0.26716 -0.407
C 1.22977 0.96343 -0.87376 -0.343
N 1.74393 -2.36903 0.04280 -0.458
N 0.61993 0.27214 -1.94195 -0.512
H 1.39111 0.67690 2.03860 0.312
H 2.50727 1.78685 1.31965 0.510
H 3.00123 0.35682 1.76021 0.425
H -2.96379 -2.13532 0.40220 0.248
H -3.91060 -1.32271 -0.71313 0.263
H -3.00941 1.02789 -0.21529 0.273
H -1.98457 0.11329 1.08180 0.160
H 1.35230 1.97529 -0.75363 0.456
H -0.22983 0.65867 -2.27743 0.238
H 0.67345 -0.71858 -1.74661 0.252

18
Properties=species:S:1:pos:R:3:mulliken_charge:R:1 method="wB97M-V/def2-TZVPD" fmax_ev_per_a=3.8 homo_lumo_gap_ev=9.992 total_energy_ev=-9363.29814 smiles=c1ccncc1.CN e_above_lowest_ev=1.139 e_homo_ev=-9.039
C -3.20495 -0.30177 0.93767 -0.602
C 0.77932 1.00905 -0.76880 -0.228
C 1.64712 1.31096 0.32936 -0.382
C 2.25471 0.25181 0.93658 -0.136
C 2.06907 -0.98827 0.44916 -0.223
C 1.18666 -1.23538 -0.60202 -0.195
H -2.84729 0.00068 -1.00961 0.236
H -4.43083 -0.02688 -0.58179 0.225
H -4.10060 -0.24804 1.64770 0.271
H -2.87718 -1.39057 0.71162 0.215
H -2.27816 0.11437 1.34614 0.210
H 0.27014 1.73148 -1.30811 0.447
H 1.79456 2.34191 0.65071 0.359
H 2.89668 0.41277 1.83263 0.330
H 2.67497 -1.86247 0.79996 0.274
H 1.11440 -2.26720 -1.02734 0.319
N -3.49731 0.33709 -0.34073 -0.561
N 0.55328 -0.20630 -1.19550 -0.558

18
Properties=species:S:1:pos:R:3:mulliken_charge:R:1 method="wB97M-V/def2-TZVPD" fmax_ev_per_a=6.9 homo_lumo_gap_ev=8.499 total_energy_ev=-9356.99992 smiles=C1N[C@H]2C[C@@H]2N2C[C@H]12 e_above_lowest_ev=7.437 e_homo_ev=-7.432
C 0.81889 1.47460 -0.14499 -0.892
C -1.00951 0.32054 0.32312 -0.389
C -1.94971 -0.83079 0.04855 -0.545
C -0.72667 -0.73203 -0.75738 0.028
C 1.34875 -1.00195 0.61628 -0.346
C 1.50102 -0.03850 -0.35639 0.117
H 0.90407 2.22829 -0.82398 0.542
H 1.16700 1.75974 0.74670 0.375
H -0.98527 1.77393 -0.73756 0.314
H -0.70765 0.08213 1.32551 0.310
H -2.99057 -0.88182 -0.49385 0.278
H -1.84624 -1.56674 1.06324 0.193
H -0.78676 -0.35532 -1.73465 0.406
H 2.11265 -1.89603 0.89331 0.197
H 0.91405 -0.79592 1.61107 0.141
H 2.42656 0.03523 -1.10706 0.268
N -0.76030 1.59462 0.14413 -0.546
N 0.56970 -1.16996 -0.61605 -0.451

18
Properties=species:S:1:pos:R:3:mulliken_charge:R:1 method="wB97M-V/def2-TZVPD" fmax_ev_per_a=3.0 homo_lumo_gap_ev="8.129 / 6.872" total_energy_ev=-9358.59073 e_above_lowest_ev=5.846 e_homo_ev="-8.837 / -7.764"
C 0.82782 -1.15476 -1.27199 -1.346
C -1.09043 -0.94762 1.17824 -1.556
C 0.74654 0.28759 -0.74616 0.992
C -0.55618 0.35780 0.62935 1.117
C 1.73027 0.49958 0.41696 -0.302
C -1.39842 1.41611 0.53460 -1.126
N 0.98101 0.61159 1.41304 -0.505
N 0.75275 1.29220 -1.60862 -0.730
H -0.14696 1.77687 -1.64346 0.269
H 2.81747 0.48696 0.36658 0.395
H 0.89817 -1.88528 -0.46737 0.362
H -0.05750 -1.35244 -1.87804 0.315
H 1.71597 -1.23817 -1.89853 0.388
H -1.93146 -0.77277 1.85267 0.448
H -1.46021 -1.58567 0.37243 0.262
H -0.34110 -1.51527 1.73017 0.366
H -1.08189 2.35067 0.08882 0.363
H -2.40586 1.37260 0.93133 0.288